Record 1
{
  "formula": "CH3NO3S",
  "method": "the ωB97M-V functional and the def2-TZVPD basis",
  "symbols": ["O", "N", "O", "S", "H", "C", "O", "H", "H"],
  "positions_angstrom": [[3.104, -1.155, 0.296], [1.951, -1.072, -0.015], [1.085, -1.261, 1.092], [1.411, -1.105, -1.517], [0.202, -0.951, 0.740], [-1.905, 1.372, -0.088], [-0.964, 0.695, 0.177], [-2.851, 0.941, -0.631], [-2.033, 2.535, -0.054]],
  "lumo_ev": [-0.64, -0.64],
  "homo_ev": [-9.460, -9.460],
  "homo_lumo_gap_ev": [8.8238, 8.8217],
  "charge": 0
}

=====

Record 2
{
  "formula": "C21H53ClFN2NbO24P4S",
  "method": "the ωB97M-V functional and the def2-TZVPD basis",
  "symbols": ["C", "C", "C", "O", "O", "C", "C", "Nb", "N", "O", "N", "O", "C", "O", "O", "C", "Cl", "C", "C", "S", "O", "O", "F", "H", "H", "H", "H", "H", "H", "H", "H", "H", "H", "H", "H", "H", "H", "H", "H", "H", "C", "O", "P", "O", "O", "C", "O", "C", "H", "H", "H", "H", "H", "H", "H", "H", "H", "C", "O", "P", "O", "O", "C", "O", "C", "H", "H", "H", "H", "H", "H", "H", "H", "H", "C", "O", "P", "O", "O", "C", "O", "C", "H", "H", "H", "H", "H", "H", "H", "H", "H", "C", "O", "P", "O", "O", "C", "O", "C", "H", "H", "H", "H", "H", "H", "H", "H", "H"],
  "positions_angstrom": [[4.104, 0.490, 2.639], [3.065, -0.767, 2.796], [1.982, -0.911, 1.547], [1.405, -2.101, 1.340], [1.686, 0.258, 0.704], [2.151, 0.043, -0.699], [3.569, -0.771, -0.813], [4.694, -0.487, -2.778], [4.169, 1.643, -2.822], [2.938, -0.838, -3.936], [2.193, -1.828, -3.407], [1.458, -2.241, -4.324], [6.588, 0.128, -1.655], [6.853, -0.117, -0.360], [7.643, 0.911, -2.381], [5.221, -2.703, -2.709], [6.622, -3.143, -1.575], [5.537, -3.393, -4.162], [5.987, -4.978, -3.872], [5.912, -0.092, -4.955], [5.104, -0.675, -6.178], [5.965, 1.462, -5.226], [7.557, -0.612, -4.952], [4.158, 1.113, 3.644], [3.868, 1.228, 1.761], [5.198, 0.067, 2.439], [2.494, -0.603, 3.829], [3.679, -1.759, 2.895], [2.162, 1.120, -1.189], [1.275, -0.541, -1.255], [4.317, -0.558, 0.062], [3.296, -1.930, -0.753], [4.304, 1.982, -1.839], [3.136, 1.633, -3.070], [4.258, -3.262, -2.278], [6.475, -2.921, -4.726], [4.573, -3.438, -4.823], [5.817, -5.526, -4.917], [5.397, -5.466, -2.987], [7.168, -4.993, -3.714], [-3.564, -5.187, -1.540], [-3.136, -4.100, -0.731], [-2.303, -4.450, 0.744], [-1.271, -5.296, -0.010], [-3.555, -5.392, 1.245], [-4.674, -4.717, 1.780], [-1.470, -4.801, 2.220], [-0.771, -3.685, 2.733], [-3.181, -5.041, -2.552], [-3.231, -6.159, -1.167], [-4.658, -5.179, -1.575], [-5.582, -5.160, 1.364], [-4.659, -3.650, 1.531], [-4.682, -4.835, 2.868], [-1.479, -2.880, 2.954], [-0.028, -3.338, 2.011], [-0.268, -3.977, 3.658], [2.628, 4.958, -10.750], [3.226, 4.100, -9.788], [4.138, 4.814, -8.503], [2.944, 5.691, -8.110], [5.087, 5.600, -9.593], [6.114, 4.840, -10.195], [5.049, 5.529, -7.218], [5.265, 4.641, -6.139], [1.564, 4.719, -10.817], [2.744, 6.018, -10.513], [3.092, 4.762, -11.722], [6.125, 5.053, -11.266], [5.957, 3.765, -10.053], [7.077, 5.126, -9.760], [5.835, 3.774, -6.487], [4.310, 4.314, -5.722], [5.840, 5.156, -5.366], [-8.991, -1.931, 1.314], [-8.562, -0.844, 2.123], [-7.729, -1.195, 3.598], [-6.698, -2.041, 2.844], [-8.981, -2.137, 4.099], [-10.101, -1.461, 4.634], [-6.896, -1.545, 5.073], [-6.198, -0.429, 5.587], [-8.608, -1.785, 0.302], [-8.657, -2.903, 1.687], [-10.084, -1.924, 1.278], [-11.009, -1.905, 4.217], [-10.086, -0.395, 4.385], [-10.108, -1.579, 5.722], [-6.906, 0.375, 5.808], [-5.455, -0.083, 4.864], [-5.695, -0.721, 6.511], [-2.804, 3.411, 5.585], [-2.362, 3.302, 6.932], [-3.548, 3.075, 8.171], [-4.107, 1.846, 7.446], [-4.340, 4.432, 7.682], [-3.801, 5.664, 8.116], [-4.734, 2.849, 9.410], [-4.179, 2.379, 10.621], [-2.263, 2.680, 4.980], [-3.878, 3.247, 5.470], [-2.559, 4.414, 5.223], [-3.791, 6.358, 7.272], [-2.777, 5.549, 8.487], [-4.431, 6.073, 8.911], [-3.460, 3.112, 11.002], [-3.681, 1.419, 10.463], [-4.980, 2.256, 11.354]],
  "lumo_ev": -1.11,
  "homo_ev": -2.071,
  "homo_lumo_gap_ev": 0.9606,
  "charge": -2
}

=====

Record 3
{
  "formula": "C36H30FeN4O4Si",
  "method": "the ωB97M-V functional and the def2-TZVPD basis",
  "symbols": ["Fe", "O", "C", "O", "C", "C", "C", "N", "C", "C", "C", "C", "C", "C", "C", "N", "C", "C", "C", "C", "C", "N", "H", "H", "H", "H", "H", "H", "H", "H", "H", "H", "C", "C", "C", "C", "C", "C", "Si", "C", "C", "C", "C", "C", "C", "C", "C", "C", "C", "C", "C", "H", "H", "H", "H", "H", "H", "H", "H", "H", "H", "H", "H", "H", "H", "H", "N", "C", "C", "O", "O", "H", "H", "H", "H", "H"],
  "positions_angstrom": [[0.311, 0.215, 0.001], [-3.346, 5.866, -0.400], [-3.129, 5.199, 0.650], [-3.698, 5.371, 1.732], [-2.173, 4.025, 0.505], [-1.793, 3.248, 1.630], [-0.892, 2.236, 1.427], [-0.590, 1.849, 0.160], [-0.942, 2.567, -0.974], [-1.833, 3.649, -0.836], [-0.465, 1.888, -2.214], [-0.681, 2.246, -3.530], [-0.084, 1.454, -4.533], [0.858, 0.454, -4.187], [0.960, 0.100, -2.867], [0.241, 0.727, -1.875], [-0.291, 1.334, 2.426], [-0.439, 1.534, 3.752], [0.451, 0.952, 4.742], [1.354, 0.037, 4.237], [1.234, -0.351, 2.926], [0.526, 0.299, 2.003], [-1.992, 3.582, 2.643], [-2.217, 4.176, -1.727], [-1.211, 3.192, -3.636], [-0.360, 1.611, -5.565], [1.136, -0.195, -4.991], [1.649, -0.646, -2.510], [-1.232, 2.180, 4.124], [0.644, 1.300, 5.782], [2.036, -0.531, 4.803], [1.801, -1.226, 2.639], [-4.598, -1.253, 2.609], [-3.661, -2.243, 2.958], [-2.513, -2.437, 2.211], [-2.290, -1.704, 1.033], [-3.211, -0.709, 0.703], [-4.298, -0.442, 1.542], [-0.707, -1.937, -0.051], [-1.289, -2.637, -1.780], [-2.639, -2.553, -2.110], [-3.145, -3.301, -3.157], [-2.279, -4.103, -3.966], [-0.905, -3.919, -3.847], [-0.430, -3.241, -2.710], [0.377, -3.388, 0.628], [-0.177, -4.644, 0.798], [0.564, -5.716, 1.316], [1.917, -5.564, 1.567], [2.530, -4.304, 1.317], [1.741, -3.244, 0.912], [-5.497, -1.139, 3.256], [-3.983, -2.913, 3.786], [-1.831, -3.264, 2.516], [-3.070, -0.008, -0.152], [-4.948, 0.360, 1.249], [-3.368, -1.960, -1.560], [-4.213, -3.377, -3.264], [-2.684, -4.715, -4.748], [-0.159, -4.407, -4.478], [0.672, -3.158, -2.531], [-1.213, -4.847, 0.524], [0.083, -6.638, 1.574], [2.554, -6.366, 1.939], [3.512, -4.124, 1.614], [2.234, -2.330, 0.629], [6.636, 4.851, 0.441], [6.325, 4.123, -0.769], [5.373, 4.986, -1.670], [5.107, 4.524, -2.779], [5.046, 6.229, -1.289], [7.455, 5.464, 0.353], [6.898, 4.255, 1.270], [5.344, 6.483, -0.394], [5.688, 3.234, -0.529], [7.217, 3.731, -1.301]],
  "multiplicity": 6,
  "lumo_ev": [-4.57, -5.86],
  "homo_ev": [-9.908, -9.894],
  "homo_lumo_gap_ev": [5.3396, 4.0299],
  "s2": 8.766,
  "charge": 1
}

=====

Number 1: total energy -718.3998 hartree. Number 2: total energy -5127.0149 hartree. Number 3: total energy -3462.7025 hartree.